[1]
Molecular formula: C4H14N2O
Method: DFT, ωB97M-V/def2-TZVPD

Values from the calculation:
E_tot   -345.48685 a.u.
HOMO (alpha / beta)   1.1 / -6.2 eV
HOMO-LUMO gap (alpha / beta)   2.968 / 10.004 eV
LUMO level (alpha / beta)   4.036 / 3.845 eV
Relative energy (zero: lowest compared OMol25 entry of this formula, charge and spin)   9.4 kcal/mol
<S²>   0.75

ORCA input file:
```
! RIJCOSX wB97M-V def2-TZVPD def2/J DEFGRID3
* xyz -1 2
C 0.4560 1.3102 0.2260
C 1.3753 0.0853 0.1409
C 1.1607 -0.8132 -1.0753
N 1.7854 -2.1776 -0.9578
C -0.8507 1.2567 -0.5221
N -1.5931 2.5331 -0.4465
H 1.0378 2.1609 -0.1451
H 0.3026 1.4996 1.2796
H 1.3290 -0.5445 1.0395
H 2.4311 0.4001 0.1427
H 1.6374 -0.3840 -1.9632
H 0.1073 -0.9622 -1.2545
H 2.7695 -2.0418 -1.1983
H 1.8480 -2.3771 0.0427
H -0.7392 1.0369 -1.5781
H -1.4915 0.4758 -0.1217
H -1.2330 3.1014 0.3106
H -1.4321 3.0693 -1.2947
H -2.4268 -1.3145 2.8100
H -1.3152 -1.7702 1.7896
O -2.1540 -2.0183 2.2104
*
```

These are the Mulliken partial charges, in e, on atoms 1 to 6:
1 C -0.921
2 C -1.442
3 C -0.625
4 N -0.910
5 C -0.714
6 N -0.613



[2]
Molecular formula: C4H14N2O
Method: DFT, ωB97M-V/def2-TZVPD

Values from the calculation:
E_tot   -345.50849 a.u.
HOMO   -7.9 eV
HOMO-LUMO gap   8.747 eV
SMILES string   CNC[C@@H](C)N.O
LUMO level   0.837 eV
Relative energy (zero: lowest compared OMol25 entry of this formula, charge and spin)   42.5 kcal/mol

ORCA input file:
```
! RIJCOSX wB97M-V def2-TZVPD def2/J DEFGRID3
* xyz 0 1
C -0.7206 -0.0029 1.1831
N -0.4566 -0.9644 0.1255
C 0.7833 -1.0205 -0.6123
C 0.8554 0.0414 -1.7614
C 1.6281 1.2808 -1.3253
N 1.4974 -0.4853 -2.9767
H -0.8785 -0.4982 2.1503
H 0.1593 0.5964 1.4446
H -1.4605 0.7260 0.8431
H -1.0009 -1.8045 0.1970
H 1.6816 -0.9374 0.0131
H 0.7796 -2.0133 -1.0834
H -0.1598 0.2846 -2.0240
H 1.0179 2.1703 -1.4181
H 2.5936 1.2973 -1.8277
H 1.8645 1.2364 -0.2653
H 1.0442 -1.3107 -3.3397
H 2.4873 -0.5701 -2.8210
O -3.6731 0.6975 4.1546
H -3.4151 0.4301 5.0556
H -4.6271 0.8464 4.2881
*
```

These are the Mulliken partial charges, in e, on atoms 1 to 6:
1 C -0.907
2 N -0.199
3 C -0.904
4 C 0.438
5 C -1.182
6 N -0.714



[3]
Molecular formula: C4H14N2O
Method: DFT, ωB97M-V/def2-TZVPD

Values from the calculation:
E_tot   -345.51109 a.u.
HOMO   -8.8 eV
HOMO-LUMO gap   9.756 eV
SMILES string   CNCCCN.O
LUMO level   0.974 eV
Relative energy (zero: lowest compared OMol25 entry of this formula, charge and spin)   40.8 kcal/mol

ORCA input file:
```
! RIJCOSX wB97M-V def2-TZVPD def2/J DEFGRID3
* xyz 0 1
C 0.8291 2.0129 -1.1941
N -0.0306 0.8706 -0.7991
C 0.6984 -0.4071 -1.0079
C -0.1804 -1.6028 -0.6877
C -0.7614 -1.4483 0.7266
N -0.0466 -2.3064 1.7005
H 0.8191 2.8109 -0.4516
H 0.6664 2.2745 -2.2360
H 1.8597 1.6863 -1.1815
H -0.7774 0.9119 -1.4823
H 1.4968 -0.3813 -0.2610
H 1.1004 -0.3692 -2.0238
H -1.0022 -1.7063 -1.4024
H 0.3826 -2.5305 -0.7265
H -0.6846 -0.5168 1.2828
H -1.8103 -1.7282 0.8051
H 0.7500 -1.8703 2.1253
H 0.0165 -3.2888 1.5048
O -0.9350 2.8820 1.8775
H -1.7111 2.4461 2.2510
H -0.6794 2.2606 1.1805
*
```

These are the Mulliken partial charges, in e, on atoms 1 to 6:
1 C -0.899
2 N -0.255
3 C -0.790
4 C -0.604
5 C -0.438
6 N -0.539



[4]
Molecular formula: C4H14N2O
Method: DFT, ωB97M-V/def2-TZVPD

Values from the calculation:
E_tot   -345.53768 a.u.
HOMO   -9.1 eV
HOMO-LUMO gap   9.663 eV
SMILES string   NCCCCN.O
LUMO level   0.558 eV
Relative energy (zero: lowest compared OMol25 entry of this formula, charge and spin)   24.2 kcal/mol

ORCA input file:
```
! RIJCOSX wB97M-V def2-TZVPD def2/J DEFGRID3
* xyz 0 1
N 0.7750 0.9242 2.5299
C -0.1869 1.0035 1.4370
C -0.9190 -0.2865 1.0741
C -0.0171 -1.4665 0.7137
C 0.7820 -1.2682 -0.5605
N -0.1258 -1.2115 -1.7317
H 1.4950 0.2418 2.3196
H 0.3382 0.5618 3.3723
H 0.3770 1.2848 0.5432
H -0.8954 1.8025 1.6620
H -1.5694 -0.6305 1.8912
H -1.6367 -0.0958 0.2688
H -0.6443 -2.3467 0.5763
H 0.6448 -1.6908 1.5547
H 1.4605 -0.4044 -0.5272
H 1.4888 -2.0868 -0.7065
H -0.2727 -0.2095 -1.8739
H 0.4580 -1.3456 -2.5592
O -0.3288 1.8177 -2.7689
H -0.6840 2.6881 -2.5563
H -0.1710 1.8743 -3.7178
*
```

These are the Mulliken partial charges, in e, on atoms 1 to 6:
1 N -0.632
2 C -0.613
3 C -0.593
4 C -0.733
5 C -0.401
6 N -0.669



[5]
Molecular formula: C4H14N2O
Method: DFT, ωB97M-V/def2-TZVPD

Values from the calculation:
E_tot   -345.52321 a.u.
HOMO   -9.2 eV
HOMO-LUMO gap   9.847 eV
SMILES string   NCCCCN.O
LUMO level   0.688 eV
Relative energy (zero: lowest compared OMol25 entry of this formula, charge and spin)   33.2 kcal/mol

ORCA input file:
```
! RIJCOSX wB97M-V def2-TZVPD def2/J DEFGRID3
* xyz 0 1
N -1.6512 -2.2874 1.0278
C -0.3163 -2.0312 0.4574
C -0.1195 -0.6297 -0.1150
C -1.0205 0.4446 0.4603
C -0.5924 0.8163 1.9110
N 0.5537 1.7226 1.9606
H -1.5857 -3.0916 1.6357
H -1.9455 -1.4940 1.5767
H 0.4399 -2.2421 1.2222
H -0.1010 -2.7900 -0.2966
H -0.0320 -0.6621 -1.1970
H 0.9059 -0.3241 0.1325
H -0.9936 1.3809 -0.1076
H -2.0686 0.1937 0.3897
H -0.3598 -0.1307 2.4135
H -1.4172 1.1920 2.5034
H 0.2456 2.6106 1.5829
H 1.2584 1.3608 1.3244
O 2.5481 1.7497 -4.8007
H 1.6776 1.5083 -5.1132
H 3.0563 0.9744 -4.5429
*
```

These are the Mulliken partial charges, in e, on atoms 1 to 6:
1 N -0.666
2 C -0.524
3 C -0.289
4 C -0.943
5 C -0.628
6 N -0.600



[6]
Molecular formula: C4H14N2O
Method: DFT, ωB97M-V/def2-TZVPD

Values from the calculation:
E_tot   -345.49231 a.u.
HOMO   -8.5 eV
HOMO-LUMO gap   9.212 eV
SMILES string   CC[C@H](N)CN.O
LUMO level   0.676 eV
Relative energy (zero: lowest compared OMol25 entry of this formula, charge and spin)   52.6 kcal/mol

ORCA input file:
```
! RIJCOSX wB97M-V def2-TZVPD def2/J DEFGRID3
* xyz 0 1
C -0.2157 -0.8069 2.2225
C -1.0762 -0.0712 1.1903
C -0.4605 -0.1587 -0.2857
N -0.4836 1.2968 -0.6189
C -1.0849 -0.8147 -1.5294
N -0.1326 -0.5364 -2.6489
H -0.2671 -1.9846 2.0484
H 0.7575 -0.4712 2.2676
H -0.7438 -0.6225 3.1484
H -1.2268 0.9593 1.3376
H -2.0798 -0.5773 1.1482
H 0.4498 -0.6907 -0.1045
H 0.1132 1.7754 -0.0211
H -0.2121 1.3313 -1.5769
H -1.3027 -1.8815 -1.4664
H -2.0958 -0.1830 -1.7595
H 0.6332 -1.1799 -2.7653
H -0.5807 -0.3250 -3.5418
O 2.7022 0.8636 1.4535
H 3.3716 1.2062 0.8294
H 2.9029 1.5210 2.1163
*
```

These are the Mulliken partial charges, in e, on atoms 1 to 6:
1 C -1.066
2 C -0.745
3 C 0.620
4 N -0.758
5 C -0.730
6 N -0.506



[7]
Molecular formula: C4H14N2O
Method: DFT, ωB97M-V/def2-TZVPD

Values from the calculation:
E_tot   -345.51976 a.u.
HOMO   -8.9 eV
HOMO-LUMO gap   9.729 eV
SMILES string   C[C@H](N)CCN.O
LUMO level   0.842 eV
Relative energy (zero: lowest compared OMol25 entry of this formula, charge and spin)   35.4 kcal/mol

ORCA input file:
```
! RIJCOSX wB97M-V def2-TZVPD def2/J DEFGRID3
* xyz 0 1
C 1.5159 1.8790 -0.5419
C 0.6077 1.7166 0.6789
N 1.3420 1.3526 1.8970
C -0.4854 0.6507 0.3763
C -0.6731 -0.4620 1.3795
N 0.2066 -1.6717 1.3968
H 0.9757 2.2248 -1.4252
H 2.0298 0.9577 -0.7811
H 2.2588 2.6501 -0.3007
H 0.0806 2.6636 0.8090
H 2.2672 1.7781 1.8409
H 1.5972 0.3661 1.8096
H -1.4278 1.1213 0.1545
H -0.1619 0.0725 -0.4961
H -1.6665 -0.8607 1.1647
H -0.7773 -0.2256 2.4371
H 0.6407 -1.8065 0.4939
H -0.3455 -2.4706 1.6696
O -2.7098 -3.1968 -3.8428
H -2.1213 -2.7886 -4.4882
H -3.1536 -3.9509 -4.2318
*
```

These are the Mulliken partial charges, in e, on atoms 1 to 6:
1 C -1.505
2 C 0.436
3 N -0.677
4 C -0.550
5 C -0.941
6 N -0.515



[8]
Molecular formula: C4H14N2O
Method: DFT, ωB97M-V/def2-TZVPD

Values from the calculation:
E_tot   -345.52008 a.u.
HOMO   -8.8 eV
HOMO-LUMO gap   9.709 eV
SMILES string   CN(C)CCN.O
LUMO level   0.883 eV
Relative energy (zero: lowest compared OMol25 entry of this formula, charge and spin)   35.2 kcal/mol

ORCA input file:
```
! RIJCOSX wB97M-V def2-TZVPD def2/J DEFGRID3
* xyz 0 1
C -0.0562 0.2831 -1.8851
N 0.2193 0.3499 -0.4382
C 1.3434 1.2521 -0.1926
C -0.9654 0.7179 0.3291
C -0.8367 0.3512 1.7991
N -0.8684 -1.0986 1.9454
H 0.7664 -0.2434 -2.3587
H -0.2428 1.2804 -2.2908
H -0.9551 -0.3158 -1.9833
H 1.2827 1.7562 0.7670
H 2.2738 0.6611 -0.2333
H 1.5224 1.9243 -1.0453
H -1.7992 0.1527 -0.1008
H -1.2116 1.7838 0.2568
H -1.5463 0.9044 2.4088
H 0.1295 0.7343 2.1438
H -0.0161 -1.4551 1.5229
H -0.7738 -1.3860 2.9138
O 0.2306 -2.7437 -1.1388
H 0.9769 -2.9932 -1.6925
H 0.5266 -1.9156 -0.7272
*
```

These are the Mulliken partial charges, in e, on atoms 1 to 6:
1 C -1.224
2 N 0.270
3 C -1.154
4 C -0.706
5 C -0.465
6 N -0.650



[9]
Molecular formula: C4H14N2O
Method: DFT, ωB97M-V/def2-TZVPD

Values from the calculation:
E_tot   -344.85019 a.u.
HOMO   -18.2 eV
HOMO-LUMO gap   11.159 eV
LUMO level   -7.007 eV
Relative energy (zero: lowest compared OMol25 entry of this formula, charge and spin)   62.6 kcal/mol

ORCA input file:
```
! RIJCOSX wB97M-V def2-TZVPD def2/J DEFGRID3
* xyz 2 1
C 0.1411 1.7945 0.1661
C -0.2085 0.5164 1.1172
C 0.3096 -0.7907 0.6259
C 1.3652 -1.3940 1.0981
N -0.2560 -1.2854 -0.5751
N -0.4327 3.0370 0.7394
H 1.2176 1.8423 -0.1246
H -0.0610 1.6070 -0.9024
H -0.0168 0.7641 2.1894
H -1.3396 0.3919 1.0978
H 1.8156 -2.2756 0.7982
H 1.7492 -1.1533 2.1002
H 0.4610 -1.6344 -1.3165
H -0.7989 -0.3977 -1.0683
H -0.9309 -2.1191 -0.2473
H 0.0883 3.8450 0.2235
H -1.4416 3.2674 0.6365
H -0.2072 3.2054 1.8606
H -0.0808 -3.0879 -3.4320
H -1.0266 -3.3913 -2.4209
O -0.3472 -2.7414 -2.5661
*
```

These are the Mulliken partial charges, in e, on atoms 1 to 6:
1 C -0.674
2 C -0.829
3 C 0.223
4 C -1.010
5 N -0.324
6 N -0.413



[10]
Molecular formula: C4H14N2O
Method: DFT, ωB97M-V/def2-TZVPD

Values from the calculation:
E_tot   -344.90838 a.u.
HOMO   -18.1 eV
HOMO-LUMO gap   11.351 eV
LUMO level   -6.731 eV
Relative energy (zero: lowest compared OMol25 entry of this formula, charge and spin)   26.1 kcal/mol

ORCA input file:
```
! RIJCOSX wB97M-V def2-TZVPD def2/J DEFGRID3
* xyz 2 1
C -0.1279 1.9074 0.2678
C 0.1962 0.6819 1.1433
C -0.1364 -0.7277 0.6860
C -0.2093 -1.8140 1.5128
N -0.6187 -3.1488 1.0609
N 0.9036 2.1335 -0.8613
H -1.0399 1.7516 -0.3054
H -0.1711 2.6910 0.9632
H 1.2171 0.7691 1.5408
H -0.3330 0.8791 2.0901
H -0.4305 -0.8288 -0.3746
H 0.1494 -1.7722 2.5125
H -0.2978 -3.4443 0.1189
H -0.0809 -3.6416 1.9279
H -1.6395 -3.2063 1.0752
H 1.8682 1.9459 -0.6041
H 0.5884 1.4518 -1.6743
H 0.7322 3.1259 -1.2586
H 0.3734 0.0821 -3.7182
H -0.9336 0.6831 -3.1758
O -0.0100 0.4815 -2.9270
*
```

These are the Mulliken partial charges, in e, on atoms 1 to 6:
1 C -0.725
2 C -0.633
3 C -0.269
4 C -0.446
5 N -0.244
6 N -0.289



[11]
Molecular formula: C4H14N2O
Method: DFT, ωB97M-V/def2-TZVPD

Values from the calculation:
E_tot   -344.17610 a.u.
HOMO (alpha / beta)   -25.1 / -25.0 eV
HOMO-LUMO gap (alpha / beta)   13.838 / 6.327 eV
LUMO level (alpha / beta)   -11.271 / -18.696 eV
Relative energy (zero: lowest compared OMol25 entry of this formula, charge and spin)   72.0 kcal/mol
<S²>   0.76

ORCA input file:
```
! RIJCOSX wB97M-V def2-TZVPD def2/J DEFGRID3
* xyz 3 2
C -0.8983 -1.2977 -0.9621
O -1.0902 -2.6945 -0.7921
C 0.4057 -0.8789 0.1456
C 0.3175 0.5296 0.6389
C 0.0308 1.4609 -0.5726
N 0.6372 2.7842 -0.2712
N 0.4333 -1.8451 1.3031
H -1.6781 -0.6148 -0.4687
H -0.7827 -1.1138 -2.0178
H -2.0235 -3.0431 -0.7449
H 1.2994 -1.1178 -0.5284
H -0.6936 0.7607 1.1242
H 1.1390 0.9505 1.1911
H 0.4368 1.1769 -1.6666
H -1.0496 1.7242 -0.5608
H 1.5254 2.8547 0.1802
H 0.7929 3.2893 -1.1882
H -0.0005 3.2285 0.4775
H 1.4583 -2.0688 1.5637
H -0.1964 -2.6727 1.0026
H -0.0634 -1.4122 2.1466
*
```

These are the Mulliken partial charges, in e, on atoms 1 to 6:
1 C -0.426
2 O -0.149
3 C -0.328
4 C -0.821
5 C -0.774
6 N -0.312



[12]
Molecular formula: C4H14N2O
Method: DFT, ωB97M-V/def2-TZVPD

Values from the calculation:
E_tot   -344.24979 a.u.
HOMO (alpha / beta)   -25.2 / -25.2 eV
HOMO-LUMO gap (alpha / beta)   13.944 / 6.683 eV
LUMO level (alpha / beta)   -11.217 / -18.472 eV
Relative energy (zero: lowest compared OMol25 entry of this formula, charge and spin)   25.8 kcal/mol
<S²>   0.75

ORCA input file:
```
! RIJCOSX wB97M-V def2-TZVPD def2/J DEFGRID3
* xyz 3 2
C 0.1032 1.8875 0.3668
O 0.6079 2.8096 1.2567
C 0.7170 0.4485 0.4913
C -0.1664 -0.7111 0.0511
C -0.2374 -0.9310 -1.4690
N -1.3310 -1.9413 -1.8317
N 1.0429 0.1751 2.0045
H -1.0114 1.7897 0.5213
H 0.2384 2.2049 -0.6754
H 0.8390 3.6682 0.8017
H 1.7269 0.3600 0.0743
H -1.1950 -0.5717 0.4234
H 0.0478 -1.6862 0.5169
H 0.6482 -1.4336 -1.8286
H -0.3678 -0.1366 -2.1952
H -2.2505 -1.4855 -1.7441
H -1.3567 -2.7081 -1.1600
H -1.3358 -2.2838 -2.7950
H 1.7194 -0.5619 2.2214
H 1.3849 1.0426 2.4286
H 0.1764 0.0648 2.5409
*
```

These are the Mulliken partial charges, in e, on atoms 1 to 6:
1 C -0.440
2 O -0.110
3 C -0.066
4 C -0.889
5 C -0.745
6 N -0.343